A 10-piece molecular cluster, C36H70NO10 overall at a distorted geometry. Source: the OMol25 dataset; level of theory: ωB97M-V with the def2-TZVPD basis set.

Last column: Löwdin charge in e.
Element x y z (Å)
C1 -3.685 3.717 -2.125  0.119
C2 -3.236 2.674 -2.518  -0.143
C3 -2.626 1.386 -2.876  -0.200
C4 -2.713 0.427 -1.645  -0.154
C5 -1.341 -0.174 -1.245  -0.094
C6 -1.214 -1.643 -1.688  -0.323
C7 0.091 -1.899 -2.465  -0.028
N1 0.509 -3.340 -2.222  0.090
C8 -0.638 -4.280 -2.067  -0.065
C9 -1.625 -3.790 -0.977  -0.149
O1 -1.283 -2.483 -0.551  -0.083
H1 -4.048 4.514 -1.512  0.013
H2 -1.588 1.529 -3.172  0.102
H3 -3.168 0.955 -3.718  0.101
H4 -3.459 -0.340 -1.843  0.115
H5 -3.049 1.037 -0.811  0.085
H6 -0.573 0.456 -1.692  0.107
H7 -1.263 -0.195 -0.159  0.126
H8 -2.043 -1.872 -2.367  0.144
H9 0.870 -1.236 -2.097  0.097
H10 -0.083 -1.761 -3.530  0.121
H11 1.016 -3.639 -3.055  0.185
H12 1.120 -3.405 -1.411  0.164
H13 -1.137 -4.442 -3.019  0.140
H14 -0.232 -5.244 -1.761  0.137
H15 -2.634 -3.772 -1.400  0.136
H16 -1.632 -4.468 -0.129  0.124
C10 -2.069 5.479 1.740  -0.023
C11 -2.448 6.465 0.670  -0.485
O2 -3.255 6.178 -0.187  0.041
C12 -1.769 7.810 0.699  -0.013
H17 -2.640 4.563 1.597  0.067
H18 -1.008 5.244 1.661  0.053
H19 -2.288 5.887 2.729  0.091
H20 -0.688 7.682 0.608  0.086
H21 -1.990 8.320 1.638  0.087
H22 -2.128 8.418 -0.129  0.082
C13 2.688 3.448 1.821  -0.005
C14 1.632 3.517 0.750  -0.478
O3 0.534 3.988 0.948  0.052
C15 1.985 2.962 -0.604  -0.012
H23 2.302 3.880 2.742  0.085
H24 2.961 2.407 1.996  0.069
H25 3.572 4.005 1.508  0.094
H26 2.234 1.904 -0.519  0.051
H27 2.836 3.504 -1.018  0.093
H28 1.129 3.082 -1.267  0.070
C16 5.066 -1.782 0.729  -0.011
C17 4.061 -0.760 0.279  -0.487
O4 4.169 0.419 0.525  0.077
C18 2.878 -1.287 -0.505  -0.026
H29 5.869 -1.294 1.277  0.091
H30 4.580 -2.510 1.382  0.072
H31 5.488 -2.293 -0.138  0.094
H32 2.326 -2.007 0.104  0.090
H33 3.224 -1.778 -1.416  0.091
H34 2.221 -0.461 -0.771  0.060
C19 -2.850 -1.810 -6.839  -0.015
C20 -1.804 -0.808 -6.426  -0.488
O5 -1.434 -0.714 -5.272  0.032
C21 -1.240 0.077 -7.504  -0.012
H35 -3.176 -2.380 -5.971  0.078
H36 -3.710 -1.295 -7.268  0.094
H37 -2.439 -2.493 -7.583  0.091
H38 -2.038 0.665 -7.958  0.094
H39 -0.764 -0.532 -8.274  0.092
H40 -0.502 0.751 -7.075  0.084
C22 0.658 5.846 -2.853  -0.022
C23 1.912 6.584 -2.450  -0.506
O6 2.258 6.652 -1.292  0.061
C24 2.715 7.227 -3.554  -0.023
H41 0.184 5.438 -1.962  0.071
H42 -0.038 6.525 -3.347  0.089
H43 0.910 5.030 -3.532  0.083
H44 2.106 7.967 -4.076  0.087
H45 3.045 6.470 -4.267  0.084
H46 3.587 7.720 -3.129  0.082
C25 4.419 -0.560 4.324  -0.012
C26 4.470 -2.001 4.760  -0.483
O7 4.007 -2.878 4.061  0.040
C27 5.115 -2.304 6.087  -0.013
H47 3.930 -0.503 3.354  0.065
H48 3.852 0.033 5.044  0.092
H49 5.429 -0.156 4.240  0.094
H50 4.583 -1.786 6.886  0.091
H51 6.154 -1.974 6.080  0.091
H52 5.082 -3.375 6.273  0.084
C28 4.090 -5.624 2.535  -0.025
C29 3.172 -6.326 1.570  -0.506
O8 3.393 -6.365 0.380  0.045
C30 1.940 -6.974 2.160  -0.024
H53 4.935 -5.204 1.995  0.082
H54 3.555 -4.817 3.029  0.055
H55 4.460 -6.327 3.283  0.095
H56 1.326 -6.224 2.662  0.081
H57 2.229 -7.736 2.884  0.089
H58 1.360 -7.442 1.366  0.076
C31 -3.369 -6.216 3.553  -0.021
C32 -4.070 -5.349 2.535  -0.509
O9 -4.924 -5.793 1.804  0.070
C33 -3.652 -3.899 2.466  -0.023
H59 -3.759 -7.230 3.497  0.084
H60 -2.295 -6.235 3.354  0.076
H61 -3.537 -5.825 4.557  0.089
H62 -2.591 -3.831 2.215  0.071
H63 -3.824 -3.407 3.424  0.091
H64 -4.235 -3.393 1.699  0.080
C34 -3.848 2.774 4.114  -0.016
C35 -3.949 1.389 3.528  -0.502
O10 -3.769 0.394 4.190  0.065
C36 -4.287 1.313 2.058  -0.022
H65 -3.603 2.716 5.172  0.084
H66 -3.068 3.339 3.600  0.066
H67 -4.798 3.298 4.000  0.091
H68 -3.520 1.826 1.474  0.071
H69 -5.255 1.780 1.871  0.091
H70 -4.333 0.270 1.749  0.074

Summary:
E_LUMO   -2.87 eV
E   -2220.532696 Ha
Total charge   +1